No. 1
ORCA calculation (the ωB97M-V functional and the def2-TZVPD basis) on a 7-piece molecular cluster, BrH12O6 overall in a non-equilibrium geometry.

## Properties
Net charge ... -1
HOMO energy ... -6.26 eV
E ... -82525.254 eV
E_LUMO ... 3.18 eV
ΔE to the lowest compared entry with this formula, charge and spin ... 117.3 kJ/mol

Positions of all 19 atoms, in Å:
Br 0.0578 0.3324 0.2219
O -1.7567 0.2499 3.2254
H -2.1324 -0.6184 3.3453
H -1.1862 0.1327 2.3778
O -1.3210 0.9053 -2.8705
H -1.8655 0.2737 -2.5119
H -0.6941 1.1721 -2.0450
O -1.5018 2.9840 0.6851
H -1.1310 2.1287 0.7480
H -1.7191 2.8897 -0.2723
O 1.2972 -1.9586 -1.9578
H 0.6307 -1.5591 -1.3424
H 0.9319 -2.6302 -2.4459
O 1.1235 -2.3015 2.1099
H 0.5866 -1.6334 1.6056
H 0.3982 -2.9592 1.9856
O 3.0856 1.0581 -0.7660
H 2.9223 0.8621 -1.6889
H 2.2741 0.6716 -0.4040


No. 2
ORCA calculation (the ωB97M-V functional and the def2-TZVPD basis) on C41H34As2Cl4FN2O7Y as an isolated structure.

## Properties
Net charge ... -2
HOMO energy ... -1.56 eV
E ... -235913.370 eV
E_LUMO ... 3.88 eV
ΔE to the lowest compared entry with this formula, charge and spin ... 0.0 kJ/mol

Positions of all 92 atoms, in Å:
Y 1.0250 0.7965 0.0319
C -2.5665 0.1712 1.3430
C -1.8966 1.5353 1.5452
As -1.6058 2.7583 -0.0358
C -1.3882 1.5721 -1.6003
C -2.3425 0.6255 -1.9825
C -2.1839 -0.1216 -3.1401
C -1.0718 0.0584 -3.9515
C -0.1423 1.0297 -3.6186
C -0.3068 1.7896 -2.4661
C -4.6320 2.0569 -0.1967
C -5.2535 2.4966 -1.3814
C -6.5498 3.0048 -1.4448
C -7.3164 3.1016 -0.2884
C -6.7591 2.6827 0.9139
C -5.4592 2.1764 0.9374
As -1.2559 -1.0806 0.6490
C -2.2633 -2.2394 -0.5520
C -1.5509 -2.9534 -1.5134
C -2.2288 -3.7778 -2.4005
C -3.6138 -3.8765 -2.3481
C -4.3230 -3.1520 -1.3992
C -3.6468 -2.3390 -0.4976
C -0.9235 -2.3212 2.1107
C -0.2584 -3.5102 1.8080
C 0.0764 -4.4062 2.8095
C -0.2367 -4.1179 4.1333
C -0.8805 -2.9310 4.4422
C -1.2206 -2.0353 3.4349
H -3.3862 0.3244 0.6319
H -3.0021 -0.1981 2.2736
H -0.9682 1.4336 2.1163
H -2.5606 2.1500 2.1573
H -3.2421 0.5332 -1.3845
H -2.9280 -0.8680 -3.3940
H -0.9304 -0.5521 -4.8351
H 0.7167 1.2015 -4.2558
H 0.3913 2.5947 -2.2593
H -4.6898 2.4483 -2.3169
H -6.9699 3.3274 -2.3952
H -8.3273 3.4951 -0.3237
H -7.3420 2.7507 1.8301
H -5.0748 1.8553 1.9098
H -0.4755 -2.8485 -1.6083
H -1.6719 -4.3275 -3.1496
H -4.1424 -4.5087 -3.0516
H -5.4039 -3.2100 -1.3628
H -4.2043 -1.7629 0.2324
H -0.0010 -3.7346 0.7778
H 0.5931 -5.3256 2.5633
H 0.0369 -4.8082 4.9216
H -1.1054 -2.6853 5.4727
H -1.6937 -1.0980 3.6963
Cl 6.5457 1.4232 4.3557
C 4.9599 1.0883 3.7392
C 3.9343 0.7335 4.5954
Cl 4.2141 0.6231 6.3034
C 2.6605 0.4554 4.0772
Cl 1.3534 0.0021 5.1227
C 2.3978 0.5311 2.7165
O 1.2311 0.2692 2.1683
C 3.4549 0.9218 1.8334
O 3.1683 0.9979 0.5514
C 4.7116 1.1780 2.3619
Cl 5.9747 1.6079 1.2512
C 1.9786 4.2831 -1.0535
O 0.6158 4.1891 -0.7245
C 0.3861 3.0836 0.2098
C 0.5803 3.6506 1.6300
H 2.1126 5.1835 -1.6576
H 2.3193 3.4121 -1.6341
H 2.6142 4.3503 -0.1641
H 1.4973 4.2437 1.6661
H 0.6898 2.8698 2.3884
H -0.2487 4.3067 1.9326
F 5.9721 1.6474 -2.6702
C 5.7763 0.3207 -2.5963
C 4.8524 -0.1886 -1.7708
N 4.6373 -1.5433 -1.6553
C 3.5421 -2.0377 -0.8112
C 2.1783 -1.8742 -1.5237
O 1.6785 -2.8671 -2.0349
O 1.6825 -0.6870 -1.5389
C 5.4176 -2.4530 -2.3405
O 5.3262 -3.6586 -2.2330
N 6.3541 -1.8722 -3.1792
C 6.6271 -0.5226 -3.4009
O 7.4912 -0.1792 -4.1844
H 4.2720 0.4434 -1.1081
H 3.5569 -1.4901 0.1321
H 3.7161 -3.0957 -0.6492
H 6.9236 -2.5263 -3.6931


No. 3
ORCA calculation (the ωB97M-V functional and the def2-TZVPD basis) on a single C5H8O molecule.

## Properties
SMILES string ... C=C1CCOC1
HOMO energy ... -9.66 eV
E ... -7360.985 eV
E_LUMO ... 1.02 eV
ΔE to the lowest compared entry with this formula, charge and spin ... 122.5 kJ/mol

Positions of all 14 atoms, in Å:
C -0.8695 0.1881 -1.7823
C -0.2318 0.3175 -0.6276
C -0.7775 0.2618 0.7745
C 0.2275 -0.7048 1.4274
O 1.3576 -0.7704 0.5590
C 1.2501 0.2486 -0.4286
H -0.3230 0.1262 -2.7202
H -1.9519 0.1189 -1.8379
H -1.8096 -0.0892 0.8277
H -0.7224 1.2517 1.2468
H 0.5529 -0.3751 2.4223
H -0.1824 -1.7174 1.5133
H 1.6708 1.1995 -0.0565
H 1.8091 -0.0554 -1.3180


No. 4
ORCA calculation (the ωB97M-V functional and the def2-TZVPD basis) on a 2-piece molecular cluster, C4H6N5O6 overall in a non-equilibrium geometry.

## Properties
Net charge ... +1
HOMO energy ... -14.33 eV
E ... -23966.575 eV
E_LUMO ... -4.92 eV
ΔE to the lowest compared entry with this formula, charge and spin ... 57.9 kJ/mol

Positions of all 21 atoms, in Å:
C -0.4671 -1.4722 0.9160
C 1.4979 -0.7765 -0.0183
C -0.3896 0.0579 0.8751
C 1.4613 1.7203 0.1158
N -2.8282 1.6993 0.0771
N 0.7106 -1.8653 0.3051
N 0.8925 0.3347 0.3549
N 2.7477 -0.8712 -0.4227
N -2.4423 -0.3046 -1.2149
O -3.4113 0.5355 -0.7261
O -1.3718 -2.1955 1.2242
O -3.6357 2.2402 0.6048
O -2.8142 -1.2629 -1.7730
O -1.1178 0.8338 1.4253
O -1.2803 0.0924 -1.0234
H 0.7411 2.2646 -0.3612
H 1.9298 1.9602 1.0228
H 2.3880 1.6581 -0.4417
H 0.9193 -2.7527 0.5871
H 3.0251 -1.7374 -0.9016
H 3.4452 -0.1587 -0.6252


No. 5
ORCA calculation (the ωB97M-V functional and the def2-TZVPD basis) on a single C6H15N molecule in a non-equilibrium geometry.

## Properties
SMILES string ... CCCNCCC
HOMO energy ... -8.96 eV
E ... -7953.670 eV
E_LUMO ... 1.07 eV
ΔE to the lowest compared entry with this formula, charge and spin ... 202.2 kJ/mol

Positions of all 22 atoms, in Å:
C 2.5399 0.1597 -1.4287
C 2.2274 0.6881 -0.0879
C 0.8794 1.2079 -0.0146
N -0.1292 0.1523 0.2646
C -1.5069 0.4931 -0.0204
C -2.3830 -0.7865 0.2759
C -1.7530 -1.7356 1.2040
H 2.6259 0.9017 -2.2825
H 3.5755 -0.3212 -1.3182
H 1.8178 -0.5987 -1.7853
H 2.2862 -0.1158 0.7118
H 2.9468 1.4666 0.1883
H 0.7425 1.6728 -0.9813
H 0.7716 1.8743 0.8645
H 0.0619 -0.5788 -0.5274
H -1.5813 0.8368 -1.0709
H -1.7203 1.3888 0.6818
H -3.3023 -0.3339 0.5235
H -2.5382 -1.3787 -0.7087
H -1.9335 -2.8842 0.9037
H -2.1989 -1.4517 2.1850
H -0.6712 -1.7055 1.1937


No. 6
ORCA calculation (the ωB97M-V functional and the def2-TZVPD basis) on a single C4H7NO2 molecule.

## Properties
SMILES string ... C[C@H]1CNC(=O)O1
HOMO energy ... -10.03 eV
E ... -9846.587 eV
E_LUMO ... 0.85 eV
ΔE to the lowest compared entry with this formula, charge and spin ... 66.8 kJ/mol

Positions of all 14 atoms, in Å:
C -1.5277 -0.8986 0.1093
C -0.3472 -0.3356 -0.6573
C 0.0515 1.0379 -0.0873
N 0.9595 0.5621 0.9682
C 1.7505 -0.2554 0.1564
O 2.9290 -0.1598 -0.0422
O 0.8999 -1.0683 -0.5308
H -1.3805 -0.7496 1.1823
H -1.7140 -1.9555 -0.0911
H -2.4124 -0.3286 -0.2039
H -0.5486 -0.3280 -1.7315
H -0.7696 1.6345 0.3033
H 0.5954 1.6100 -0.8574
H 1.5143 1.2349 1.4818


No. 7
ORCA calculation (the ωB97M-V functional and the def2-TZVPD basis) on a 2-piece molecular cluster, C5H10N2S overall in a non-equilibrium geometry.

## Properties
SMILES string ... CC/C=C/N.N=C=S
HOMO energy ... -8.51 eV
E ... -19159.941 eV
E_LUMO ... 0.29 eV
ΔE to the lowest compared entry with this formula, charge and spin ... 286.0 kJ/mol

Positions of all 18 atoms, in Å:
C 1.7694 1.3097 0.0743
C 0.2138 1.3252 -0.2286
C -0.2219 -0.0783 -0.4231
C 0.0736 -1.0132 0.5055
N -0.0912 -2.4161 0.3391
H 2.3981 0.8292 -0.8913
H 2.1793 2.2756 0.2819
H 2.0342 0.5972 0.8948
H -0.2710 1.7240 0.7448
H -0.2066 1.9006 -1.0793
H -0.3680 -0.5295 -1.3969
H 0.2048 -0.8649 1.5727
H -0.7664 -2.9561 0.9473
H -0.1828 -2.7001 -0.6243
N -2.9543 -0.8852 -0.7690
C -2.5063 -0.0908 0.0193
S -2.7480 1.2437 0.8365
H -2.3675 -1.5629 -1.3014